Computed, not measured: a structure of composition C11H20N4OPt, with ωB97M-V/def2-TZVPD.

```
37
Properties=species:S:1:pos:R:3:lowdin_spin:R:1
Pt 0.42 -0.72 0.12 1.741
N -1.66 -0.96 0.71 0.208
C -1.94 -0.93 2.18 0.041
C -0.88 -1.62 3.04 0.021
C 0.34 -0.73 3.27 0.056
N 1.35 -0.83 2.19 0.336
H -2.23 -0.26 0.23 0.010
H -1.91 -1.87 0.31 0.013
H -2.91 -1.42 2.33 0.017
H -2.09 0.11 2.48 0.001
H -0.58 -2.58 2.60 0.002
H -1.33 -1.86 4.00 0.000
H 0.83 -1.01 4.20 0.030
H 0.05 0.32 3.38 0.001
H 1.88 -1.70 2.23 0.006
H 2.01 -0.04 2.22 0.006
C 3.40 2.47 -0.64 0.016
C 2.41 1.45 -1.08 0.024
O 1.65 0.91 -0.19 0.245
N 2.33 1.14 -2.36 0.038
C 1.32 0.30 -2.98 0.032
C 1.54 -1.19 -2.83 0.279
C 1.96 -1.97 -3.99 0.188
C 2.15 -3.34 -3.89 -0.015
C 1.91 -3.93 -2.66 0.214
C 1.49 -3.11 -1.54 0.293
N 1.30 -1.78 -1.64 0.160
H 3.08 2.95 0.28 0.000
H 3.56 3.23 -1.41 0.004
H 4.36 1.98 -0.45 0.000
H 2.96 1.64 -2.98 0.001
H 1.31 0.54 -4.04 0.000
H 0.32 0.54 -2.59 0.010
H 2.12 -1.47 -4.94 0.006
H 2.47 -3.92 -4.75 -0.003
H 2.01 -5.01 -2.52 0.007
H 1.35 -3.57 -0.58 0.012
```

2S+1 ... 5
Total energy ... -842.888946 Eh
Total charge ... +4
HOMO level (spin up / spin down) ... -0.8782 / -0.9140 hartree
⟨S²⟩ ... 6.029
Energy relative to the best compared isomer or geometry (same formula, charge and spin) ... 0.0 kcal per mole


Computed, not measured: a cluster of 2 separate species, C2H8N4 in total in a non-equilibrium geometry, with ωB97M-V/def2-TZVPD.

```
14
Properties=species:S:1:pos:R:3:lowdin_charge:R:1
C -0.37 1.58 0.89 -0.075
C 0.14 -1.96 -0.48 0.151
N -1.12 2.61 0.75 0.226
N 1.07 -0.12 -0.08 0.154
N 0.78 -2.77 -1.19 0.202
N 0.10 0.84 -0.15 -0.009
H -0.17 1.27 1.89 0.165
H -0.77 -2.02 0.00 0.099
H -1.44 3.29 1.55 0.234
H -1.59 2.67 -0.15 0.153
H 1.39 -0.41 0.80 0.082
H 0.38 -3.76 -1.35 0.222
H 1.79 -2.39 -1.44 0.234
H -0.20 1.17 -1.04 0.163
```

2S+1 ... 1
Total energy ... -299.223530 Eh
Total charge ... +2
HOMO level (spin up / spin down) ... -0.6832 / -0.6832 hartree
Energy relative to the best compared isomer or geometry (same formula, charge and spin) ... 101.0 kcal per mole